# 1
59
Properties=species:S:1:pos:R:3:forces:R:3 method="wB97M-V/def2-TZVPD" charge=0 smiles="CC(C)[C@@H](NC(=O)[C@H]1CCCN1C(=O)OC(C)(C)C)C(=O)N[C@@H](C)C(N)=O" relative_energy_ev=0.000 e_tot_ha=-1300.44696
O -3.069 1.946 -0.963 -0.2898 0.0811 -0.2185
O -1.681 -0.962 -1.430 -0.3105 -0.0242 -0.3852
O 0.921 -0.321 1.374 0.0883 0.2243 0.4353
O 1.829 2.431 -1.923 0.3762 0.2712 -0.0487
O 2.828 -0.548 0.134 -0.0462 -0.0759 -0.1662
N 0.290 0.871 -2.422 -0.0632 -0.3699 -0.2870
N -1.810 -0.776 0.816 -0.1926 0.1903 0.3315
N -1.014 1.699 -0.075 0.3825 0.2086 -0.0535
N 1.064 -1.791 -0.323 -0.0173 -0.1143 -0.1500
C 0.705 1.987 -1.802 -0.3916 0.0258 0.0607
C 4.976 0.383 0.169 -0.4349 -0.1214 0.0630
C 1.571 -0.828 0.474 -0.0256 -0.2778 -0.2092
C -1.326 -1.304 -0.317 0.3014 -0.4908 0.5517
C 3.659 0.326 0.942 0.4147 0.4268 0.5219
C -2.775 0.311 0.814 -0.4465 -0.2251 -0.4914
C -0.249 -2.378 -0.099 -0.2202 0.2192 0.2427
C -5.220 0.890 0.852 0.1470 -0.0380 -0.2274
C 3.859 -0.304 2.320 -0.1937 -0.0403 -0.3018
C -4.507 -1.473 1.265 0.0946 0.1541 -0.2735
C 0.176 3.846 -0.164 -0.0476 -0.1508 -0.2946
C -2.323 1.394 -0.186 0.1034 -0.0972 0.4079
C -0.336 -3.493 -1.145 -0.0513 0.1322 -0.0406
C -0.380 2.664 -0.950 0.0492 0.3838 0.1115
C -4.199 -0.188 0.499 -0.0033 0.0875 0.1976
C 1.743 -2.367 -1.468 0.3194 -0.1255 -0.2878
C 3.055 1.722 1.057 -0.0883 -0.2739 -0.1245
C 0.608 -3.020 -2.250 0.0753 -0.0101 0.0736
H 2.138 1.687 1.639 -0.0078 0.0701 0.0420
H -6.221 0.549 0.602 -0.1407 -0.0130 0.0253
H 5.372 -0.619 0.026 0.0794 -0.1039 0.0034
H -2.764 0.758 1.814 0.0106 -0.0523 -0.0359
H 2.476 -3.112 -1.132 0.0121 0.0582 -0.1082
H -0.636 4.412 0.284 -0.0882 0.0030 0.0462
H -1.355 -3.619 -1.504 -0.0165 -0.0566 0.0477
H 0.012 -4.434 -0.717 -0.0035 -0.0007 0.0356
H 0.097 -2.279 -2.862 0.0216 -0.0038 -0.0286
H 2.843 2.116 0.065 -0.0008 0.0798 -0.0279
H -1.165 3.009 -1.635 0.1728 -0.0887 0.1060
H 5.702 0.978 0.716 0.0715 0.0731 0.0735
H 3.762 2.381 1.553 0.1214 0.0594 0.0594
H 0.844 3.500 0.620 0.0989 0.0042 0.0805
H 2.908 -0.374 2.841 -0.0156 0.0133 0.0719
H -0.420 1.198 0.574 -0.0832 -0.1066 -0.0081
H 2.271 -1.591 -2.022 -0.0070 -0.0970 0.0063
H -5.528 -1.786 1.060 -0.1155 -0.0459 0.0232
H 0.941 0.379 -3.010 0.0174 0.0890 0.0223
H -5.016 1.798 0.293 -0.0628 0.0922 0.0114
H -5.187 1.113 1.917 -0.0333 0.0139 0.1812
H -3.840 -2.280 0.970 -0.0020 -0.1078 0.0456
H 0.739 4.491 -0.832 0.0716 0.0934 0.0159
H 4.808 0.836 -0.805 0.0160 0.0715 -0.1191
H 0.954 -3.834 -2.883 0.0256 0.0011 -0.0463
H -4.408 -1.312 2.337 -0.0038 -0.0292 0.1830
H -1.352 -1.005 1.684 0.0732 -0.0227 -0.1885
H -4.249 -0.386 -0.575 0.0399 0.0279 0.0423
H 4.537 0.307 2.908 0.0939 0.0669 0.0482
H -0.623 0.464 -2.270 0.0599 0.0039 0.0603
H 4.281 -1.303 2.220 0.0851 -0.0879 0.0098
H -0.316 -2.759 0.927 -0.0197 0.0255 -0.1155

=====

# 2
89
Properties=species:S:1:pos:R:3:forces:R:3 method="wB97M-V/def2-TZVPD" charge=+1 relative_energy_ev=0.000 e_tot_ha=-7140.04640
Zn -1.452 -2.768 0.369 0.7932 0.2929 -0.8653
Zn 3.412 -1.538 1.880 0.5348 0.1969 -0.5365
F -1.395 -2.357 2.326 -0.0223 -0.2774 0.0691
F 2.948 -0.756 3.814 -0.7854 -0.0131 0.0766
F -3.218 -1.859 1.064 0.3272 -0.5984 -0.1536
F 2.213 -4.810 1.209 -0.5360 0.0751 0.0021
F -2.073 -1.795 -1.359 -0.1365 0.1633 -0.2115
F -0.018 1.020 1.178 -0.0641 -0.1252 0.0278
F -0.999 -3.744 -1.575 -0.0732 0.0369 0.7096
F 4.176 1.004 4.668 -0.0462 0.0476 -0.1951
F 1.933 -2.997 2.567 -0.0671 0.1494 -0.4120
F 6.389 -0.729 -0.160 -0.1371 -0.0752 0.1306
F 1.245 0.343 -0.563 0.4106 -0.5502 -0.0552
F 4.817 -0.321 2.822 0.2887 0.4014 -0.3015
F -2.991 -3.405 -2.698 0.2944 0.0963 0.1163
F -3.400 -1.994 3.384 0.0579 -0.2048 -0.2018
F 4.989 -1.928 -1.519 -0.1153 0.2606 -0.0408
F 2.604 -2.730 0.410 -0.8182 0.0191 0.0289
F -1.095 -2.357 -3.427 0.0363 0.2692 0.2839
F 3.114 1.236 2.636 0.1055 0.0578 0.2069
F -0.391 -1.023 0.251 0.3291 -0.0054 0.0491
F 5.078 -2.468 0.692 0.1542 0.0811 0.9016
F 0.430 -3.414 0.803 -0.4298 -0.2780 -0.0399
F 1.536 -0.590 1.549 -0.4237 -0.2908 -0.3898
F -2.343 -0.240 2.422 0.2387 -0.1279 -0.0953
F 4.115 -0.545 0.120 -0.6606 0.5671 0.2481
N 1.816 -2.098 -5.527 0.1659 -0.0947 -0.1655
N -3.295 3.967 -1.702 -0.3375 -0.6787 0.6051
N 0.424 -2.775 -7.033 0.3045 -0.3799 -0.5272
N -1.689 2.521 -1.731 -0.4146 -0.4546 0.6708
N 0.768 2.344 5.992 0.3181 -0.0615 0.0989
N -0.882 1.040 5.503 -0.4830 0.3297 0.0803
C -0.258 1.360 4.326 0.8721 -0.8766 -0.3780
C 0.628 -1.886 -6.070 -0.3278 0.1129 -0.0233
C -2.708 3.970 -0.449 -0.6974 0.4498 -0.0932
C -0.769 -2.939 -7.864 0.3467 -0.1162 -0.2195
C -2.193 -0.591 6.850 -1.0313 -0.8712 0.1132
C 1.548 -3.572 -7.138 -0.4467 -0.2045 0.6456
C -1.719 3.057 -0.457 0.4793 -0.0598 -0.1808
C -0.263 1.680 6.491 -0.2407 -0.3247 0.0369
C -2.715 3.004 -2.410 0.6927 0.9229 -1.0076
C 1.670 3.172 6.777 0.5615 -0.2494 0.4655
C 2.203 -2.119 -3.088 1.5680 0.0926 -0.4085
C 2.376 -1.347 -4.397 -1.3358 0.7245 0.6201
C 2.381 -3.185 -6.145 0.5717 0.1201 -0.2527
C 0.841 2.085 4.647 -0.3363 0.9163 -0.1934
C -0.744 1.482 -2.114 0.4573 -0.0091 -0.6172
C -4.499 4.721 -2.092 0.3758 -0.0600 -0.2623
C -2.170 0.311 5.645 0.7500 0.4072 0.2293
C -4.221 6.209 -2.206 0.2902 0.0994 0.4893
B -2.608 -1.596 2.338 -1.0061 1.0863 1.2288
B 3.765 0.395 3.515 0.4187 -0.1785 0.4746
B 0.635 -0.091 0.590 0.0018 1.5446 0.3475
B 5.197 -1.391 -0.253 0.6345 -0.5840 -0.6943
B -1.799 -2.822 -2.326 -0.6275 -0.5490 -0.9866
B 1.762 -3.523 1.251 1.3472 -1.1573 0.0955
H -1.610 -3.245 -7.250 -0.1404 0.2779 -0.0131
H -4.096 6.643 -1.212 -0.2353 0.0742 -0.0316
H -0.483 0.929 3.362 -0.3523 0.0035 0.1153
H 2.189 -1.415 -2.258 -0.1141 -0.0891 0.0864
H -0.086 -1.135 -5.783 0.0734 0.0255 0.1432
H -0.693 1.342 -3.194 -0.5482 0.1089 -0.0148
H 1.114 3.893 7.370 -0.0830 0.0826 -0.1610
H -0.543 1.635 7.528 0.0019 0.0854 0.0224
H -5.261 4.500 -1.347 -0.1131 0.0435 -0.0940
H -0.562 -3.737 -8.573 0.0208 -0.0601 0.0733
H 1.594 -4.405 -7.814 0.0488 0.0528 -0.0896
H -3.132 4.587 0.323 0.2556 0.0123 0.1204
H -2.928 1.087 5.737 -0.1904 -0.1482 -0.1624
H -5.041 6.702 -2.720 -0.0124 0.0748 0.0557
H -2.122 -0.112 7.825 0.2090 0.2261 -0.1155
H -1.029 2.708 0.295 -0.0338 0.0326 0.0165
H 0.251 1.821 -1.848 -0.0541 -0.1464 0.3854
H -2.891 2.839 -3.460 -0.1535 -0.2339 0.0899
H -3.283 6.428 -2.716 -0.1218 -0.2047 -0.3019
H 1.602 2.512 4.017 0.0861 -0.1345 0.0130
H -3.191 -1.043 6.829 0.0352 0.0771 0.1319
H -1.535 -1.458 6.807 0.3903 0.2999 -0.1558
H -2.306 -0.248 4.727 -0.1199 0.0457 -0.0284
H 1.796 -0.420 -4.349 -0.0313 -0.0648 -0.1775
H -4.809 4.305 -3.049 -0.1007 -0.0055 0.0437
H 2.390 3.671 6.137 -0.1895 0.0455 -0.1940
H -0.928 -2.042 -8.456 -0.3119 0.1024 0.2290
H -0.994 0.544 -1.630 0.0609 0.0130 0.0685
H 3.395 -1.029 -4.595 0.1175 -0.3886 -0.1193
H 1.353 -2.791 -3.072 -0.1470 0.1262 -0.0678
H 3.345 -3.568 -5.859 0.0032 0.0567 0.0274
H 2.246 2.543 7.456 -0.0518 -0.0350 -0.0391
H 3.148 -2.661 -3.010 -0.3244 -0.4205 0.5998

=====

# 3
71
Properties=species:S:1:pos:R:3:forces:R:3 method="wB97M-V/def2-TZVPD" charge=+1 e_tot_ha=-2295.29222
F 4.318 4.391 -2.948 0.0110 0.0379 0.0509
F 2.172 5.877 -3.429 0.0656 -0.0261 0.0474
F -0.462 5.738 -2.867 -0.0511 -0.0478 -0.0339
F 1.666 2.473 -4.216 -0.0455 -0.0190 0.0567
F 2.978 3.860 -5.285 -0.0118 -0.0077 -0.0298
F 0.845 5.097 -4.982 -0.0053 0.0212 -0.0115
F 4.271 2.312 -3.624 0.0309 -0.0120 -0.0317
F -0.462 3.577 -3.129 0.1026 -0.1189 -0.0115
O 2.052 2.359 3.036 0.6593 -0.2336 -0.0352
O -2.992 -6.334 -1.517 -0.0184 -0.1269 -0.0407
O 1.886 0.285 4.140 0.4350 -0.2708 -0.4125
O -4.632 -3.548 1.537 0.0608 0.0185 0.0153
O -4.885 -1.713 0.440 -0.2360 0.0724 0.1147
O 2.795 0.035 0.862 -0.0487 -0.0036 -0.0547
O -3.102 -5.399 -3.454 0.0080 0.0031 -0.0044
O -0.259 3.904 -0.571 -0.0595 0.2075 0.0737
N 1.313 -1.260 2.082 -0.1503 -0.4437 -0.8424
N -3.493 -6.180 -2.612 -0.0297 -0.0284 -0.0026
N -4.888 -2.365 1.463 -0.0453 -0.0505 -0.0268
C 0.730 -2.005 0.871 0.2252 0.0201 0.6599
C 0.448 1.622 -0.202 0.2753 0.1862 0.1276
C -5.230 -1.668 2.735 -0.0559 0.0973 -0.0285
C 0.172 2.995 0.415 -0.0688 -0.1961 0.0423
C -1.975 -2.149 -0.316 -0.0611 -0.0489 -0.4920
C 0.305 4.622 -2.770 0.0158 0.3454 0.1000
C 3.532 3.314 -3.103 -0.0750 -0.1969 0.0042
C 0.770 4.502 -1.321 0.0078 -0.2813 0.1989
C 0.395 0.422 0.738 0.0282 -0.2213 -0.0332
C -1.739 -3.543 -0.901 0.1270 0.3751 0.0832
C 1.622 0.158 1.637 -0.3296 0.4239 0.3743
C 2.392 3.605 -4.103 0.2595 0.2486 -0.0673
C 4.259 0.785 4.630 0.1608 -0.0455 0.2543
C 1.440 4.811 -3.813 -0.2519 -0.2030 -0.1027
C -4.679 -7.021 -2.934 -0.0322 0.0315 -0.0900
C -0.987 -1.116 -0.881 -0.0530 -0.2366 0.3214
C 0.318 -0.888 -0.081 0.0277 -0.0346 -0.6065
C 2.862 0.573 5.181 -0.2720 0.1542 0.1983
B 1.876 1.011 2.995 -0.3716 0.2397 0.1878
H 1.504 -2.674 0.503 -0.0243 0.1087 -0.1791
H -0.698 -1.448 -1.880 -0.1241 0.0577 -0.0277
H -0.080 -2.613 1.266 -0.0708 0.0259 -0.1868
H 3.167 2.975 -2.131 -0.0372 0.0738 0.0132
H 1.414 1.623 -0.720 -0.0464 -0.0787 -0.0223
H 0.595 -1.256 2.803 0.3108 0.1513 0.3088
H -0.313 1.484 -0.971 0.0126 -0.0240 0.0173
H 1.040 3.396 0.950 -0.0243 0.0653 -0.0567
H -1.954 -3.520 -1.971 0.0045 -0.0648 0.0502
H 2.847 -0.300 5.830 -0.1196 0.0210 -0.0219
H 2.155 -1.705 2.439 -0.0646 0.0306 0.1893
H 3.454 0.693 1.106 0.0451 -0.0999 0.0588
H 0.992 5.503 -0.942 0.0381 0.0105 -0.1205
H 1.682 3.903 -1.258 0.0008 0.0303 -0.0856
H -1.508 -0.166 -1.015 0.1413 0.0637 0.0525
H -5.009 -6.772 -3.935 0.0164 0.0132 0.0000
H 4.486 0.073 3.831 -0.0517 0.0624 -0.0237
H -4.382 -1.781 3.403 -0.0188 -0.0547 0.0174
H 4.978 0.582 5.426 -0.0203 0.0513 -0.0159
H -6.101 -2.166 3.149 0.0263 -0.0337 0.0230
H 1.124 -0.809 -0.814 0.0020 0.0958 0.0493
H -0.480 0.521 1.399 -0.0210 -0.0657 -0.0597
H -0.692 -3.849 -0.806 -0.0786 -0.1648 0.1110
H -4.366 -8.058 -2.859 -0.0074 -0.0018 0.0484
H -0.639 2.926 1.144 -0.0141 0.0224 -0.0460
H -5.439 -6.801 -2.191 0.0213 -0.0304 0.0346
H 2.424 2.792 2.263 -0.3260 0.1080 -0.0636
H -2.392 -4.285 -0.451 0.1307 -0.0297 0.0405
H -5.433 -0.629 2.509 -0.0021 -0.0070 -0.0195
H -1.979 -2.177 0.781 0.0036 0.1197 -0.0053
H -2.980 -1.846 -0.606 0.1134 0.0137 0.1109
H 2.516 1.438 5.745 0.0455 -0.0279 0.0218
H 4.435 1.809 4.302 -0.0893 -0.0712 -0.1655

=====

# 4
61
Properties=species:S:1:pos:R:3:forces:R:3 method="wB97M-V/def2-TZVPD" charge=-1 e_tot_ha=-7101.47511
Br 3.428 1.202 -5.989 0.5607 0.6392 -0.8646
Br 2.844 1.265 0.109 0.2263 0.0843 -0.1176
S -3.514 -1.628 0.754 0.3363 0.1021 0.0588
S -1.811 -2.144 6.151 -0.1930 0.3112 -0.0222
O 0.643 0.315 -1.233 1.6848 0.6187 0.0145
O -2.192 -3.473 6.554 0.1010 -0.1130 -0.0432
O 1.126 2.667 -4.259 0.1584 -0.3123 -0.1129
O -4.189 -0.435 1.212 -0.2199 -0.0916 -0.0397
O -4.230 -2.656 0.039 -0.1941 0.0604 0.0114
O -0.711 -1.919 5.250 0.0735 -0.2113 -0.0566
C 1.503 0.219 -3.902 0.8466 1.0774 -0.9752
C -2.038 -1.186 -0.167 0.3056 0.0333 -0.0157
C 0.560 1.331 -4.212 -0.6747 -0.3872 0.6132
C 1.661 4.705 -3.113 -0.1465 -0.3785 -0.4825
C 2.231 -0.218 -5.082 -0.8413 -2.1074 2.2190
C -2.666 -2.386 2.137 0.2069 -0.2691 0.0944
C 0.726 3.486 -3.202 0.0183 0.5430 -0.3711
C -0.850 -1.609 0.706 -0.0633 -0.0915 0.1197
C -3.873 -0.647 6.786 0.0802 -0.0352 0.0820
C 2.453 0.633 -2.819 -0.4902 -0.3564 0.8101
C -3.266 -1.291 5.544 -0.2312 0.1355 0.1080
C -1.310 -2.791 1.572 0.0405 0.0677 -0.1294
C -2.693 -0.061 7.573 -0.0166 -0.0311 -0.0606
C 1.768 0.651 -1.471 -2.0649 -0.6857 -0.2380
C 4.617 -1.298 -4.625 -0.3038 -0.7834 0.1913
C 2.891 4.615 -3.990 0.3818 0.4394 0.3116
C 3.113 -1.473 -4.822 0.4696 0.6485 -0.8434
C -1.600 -1.137 7.627 -0.0583 0.2889 0.2030
H 2.941 1.588 -3.013 0.1747 0.3962 0.2353
H -0.277 3.866 -3.408 -0.3894 -0.0631 0.1548
H -4.380 -1.404 7.388 -0.0177 -0.0177 -0.0224
H 2.658 4.654 -5.037 -0.2116 -0.2443 -0.4924
H -4.602 0.116 6.520 -0.0117 0.0032 -0.0170
H -0.600 -3.012 2.367 -0.0171 0.0154 0.0337
H 2.999 -2.100 -5.697 -0.0327 -0.3601 -0.2758
H -3.253 -3.224 2.509 -0.1276 0.0627 -0.0570
H -2.934 -0.538 4.831 0.0324 -0.0020 -0.0131
H -3.926 -2.005 5.057 0.0948 -0.0785 -0.0411
H -2.314 0.823 7.058 0.0056 -0.0059 -0.0276
H 1.100 5.564 -3.449 -0.2042 0.5004 0.0696
H -2.989 0.246 8.575 0.0123 0.0031 0.0167
H 5.112 -1.220 -5.577 0.3076 0.4261 -0.2949
H 4.884 -0.483 -3.977 0.1350 0.5140 0.0688
H 2.694 -2.031 -4.004 -0.3337 -0.0365 0.4873
H 1.967 4.886 -2.095 0.0076 0.0385 0.5186
H -0.554 -0.779 1.349 0.0189 0.0084 -0.0088
H -2.047 -0.117 -0.357 -0.0916 0.0118 -0.0480
H 3.244 -0.093 -2.708 0.4563 -0.2720 0.1703
H 1.486 -0.521 -5.792 -0.0235 0.5059 -1.0182
H -1.418 -3.686 0.954 -0.0298 -0.0153 0.0139
H -2.559 -1.628 2.908 0.0301 0.0615 -0.0256
H 5.001 -2.201 -4.160 0.1389 -0.3000 0.1607
H 3.495 3.743 -3.804 0.0981 -0.4662 0.0082
H 0.007 -1.864 0.091 0.0110 0.0508 -0.0375
H -0.228 1.340 -3.462 -0.3060 0.2280 0.2658
H -2.060 -1.727 -1.111 -0.0926 -0.0294 0.0039
H -1.718 -1.789 8.490 -0.0013 -0.1026 -0.0612
H 0.061 1.140 -5.151 -0.0469 0.0443 -0.5306
H 3.516 5.477 -3.784 0.2354 0.2978 0.0758
H -0.600 -0.711 7.619 0.0692 -0.1141 -0.0488
H 0.674 2.954 -2.257 0.1171 -0.2563 0.2725

=====

Number 1: highest occupied orbital energy -9.1675 eV. Number 2: highest occupied orbital energy -12.3256 eV. Number 3: highest occupied orbital energy -12.8485 eV. Number 4: highest occupied orbital energy -3.0544 eV.